A 6-piece molecular cluster, C23H59F7N5O5P overall, computed with the ωB97M-V functional and the def2-TZVPD basis.

Properties
LUMO level in eV: 0.4
Frontier orbital gap in eV: 9.3
DFT total energy in a.u.: -2601.935461
E_HOMO in eV: -8.93

CARTESIAN COORDINATES (ANGSTROEM)
F  -0.606677  1.024894  2.126113
C  -0.902201  1.605823  0.971085
F  0.226632  1.878260  0.333589
F  -1.527333  2.767488  1.230085
C  -1.802259  0.693911  0.103621
F  -1.937195  1.298242  -1.112454
F  -1.123555  -0.468681  -0.060240
C  -3.211184  0.440388  0.672318
F  -3.780769  -0.505042  -0.159922
F  -3.066986  -0.135828  1.918394
P  -4.491602  1.945917  0.807882
H  -3.903216  2.561779  -0.319396
H  -4.016911  2.181878  2.116772
H  -5.492895  0.960483  0.656809
H  -5.476512  3.006133  0.924601
C  0.250379  -5.749740  2.459758
O  -0.845900  -5.201098  3.165577
C  -1.113773  -3.838855  2.892469
C  -1.970612  -3.594070  1.644157
C  -1.217662  -3.774747  0.331132
N  -3.183426  -4.416344  1.621294
H  1.049062  -5.013653  2.327368
H  -0.044284  -6.127829  1.478485
H  0.635147  -6.583639  3.047324
H  -1.660156  -3.468268  3.764006
H  -0.171678  -3.277246  2.829889
H  -2.289935  -2.549357  1.697772
H  -1.059827  -4.827363  0.094404
H  -1.791242  -3.339093  -0.486858
H  -0.242851  -3.284607  0.361683
H  -3.752304  -4.206790  2.435824
H  -2.906737  -5.387375  1.737778
C  -2.691317  5.713183  -5.005058
O  -2.901457  4.746027  -3.994013
C  -3.482881  3.529599  -4.418055
C  -2.491098  2.516915  -5.006031
C  -2.055950  2.833498  -6.432570
N  -1.299694  2.358112  -4.171540
H  -3.490845  5.683826  -5.752147
H  -1.727521  5.580543  -5.501896
H  -2.696675  6.690934  -4.524530
H  -3.922172  3.093937  -3.515792
H  -4.302724  3.725206  -5.122612
H  -3.013313  1.554725  -5.025089
H  -1.346075  3.660631  -6.458222
H  -1.560021  1.967955  -6.870554
H  -2.910241  3.093450  -7.060844
H  -1.575610  2.060548  -3.241335
H  -0.907621  3.287414  -4.028346
C  4.501665  5.562650  -1.742696
O  4.111156  4.427526  -2.488661
C  2.922401  3.793889  -2.058380
C  1.635726  4.398282  -2.632642
C  1.229269  5.720510  -1.991383
N  1.690953  4.567114  -4.085566
H  4.268045  5.438125  -0.680583
H  4.026411  6.477220  -2.106498
H  5.580220  5.669304  -1.853080
H  2.999736  2.760496  -2.405327
H  2.884907  3.771497  -0.960758
H  0.839815  3.675647  -2.421889
H  1.854920  6.543684  -2.338039
H  0.199832  5.961417  -2.256680
H  1.299614  5.671345  -0.902891
H  1.843319  3.662919  -4.523548
H  2.522030  5.108141  -4.308196
C  0.946107  -7.041835  -1.327800
O  1.850079  -6.257071  -0.574634
C  2.960723  -6.948779  -0.038028
C  4.143329  -7.105093  -1.001890
C  3.928076  -8.162449  -2.078778
N  4.526303  -5.843693  -1.638536
H  0.858686  -8.051796  -0.914916
H  1.238177  -7.109245  -2.378423
H  -0.028436  -6.556244  -1.276263
H  3.291647  -6.349141  0.814441
H  2.642079  -7.925987  0.349940
H  4.991112  -7.427271  -0.388660
H  3.248940  -7.809949  -2.855490
H  4.875098  -8.399818  -2.561871
H  3.518098  -9.081954  -1.656622
H  4.792643  -5.167934  -0.929184
H  3.701396  -5.448590  -2.081520
C  -1.240177  1.903797  7.370077
O  -1.102476  1.771665  5.969214
C  -0.056371  2.522902  5.385325
C  1.317237  1.839984  5.415876
C  1.991062  1.865541  6.783003
N  1.274997  0.460565  4.927753
H  -1.013528  2.923858  7.695871
H  -0.598325  1.205812  7.913246
H  -2.277174  1.679811  7.617652
H  -0.347082  2.659879  4.340605
H  -0.005465  3.518076  5.847744
H  1.950138  2.407556  4.725652
H  1.537956  1.145898  7.465486
H  3.042734  1.599024  6.684945
H  1.928840  2.855781  7.238496
H  0.937250  0.446393  3.970792
H  0.569948  -0.041495  5.460590

Forces on the atoms, in the same order (eV/Å):
F 0.03 -0.08 0.16
C -0.22 0.07 -0.08
F 0.18 0.04 -0.16
F -0.04 -0.06 -0.03
C 0.04 -0.27 0.07
F 0.05 -0.23 0.33
F -0.18 0.32 -0.08
C 0.16 -0.45 -0.17
F 0.28 0.36 0.42
F -0.09 0.16 -0.51
P -0.40 0.39 0.22
H -0.01 -0.11 0.01
H 0.09 -0.04 -0.06
H 0.09 -0.03 -0.08
H 0.03 -0.05 -0.01
C -0.06 -0.10 0.02
O 0.07 0.00 -0.01
C -0.04 0.05 0.03
C 0.00 -0.06 -0.05
C 0.00 0.07 -0.06
N 0.05 -0.01 0.11
H 0.00 0.01 -0.04
H 0.07 0.05 -0.03
H -0.02 0.01 0.03
H -0.01 -0.04 0.00
H -0.01 0.01 -0.04
H 0.02 0.01 0.03
H 0.00 -0.02 0.06
H -0.03 -0.02 0.01
H 0.01 -0.02 0.00
H -0.03 0.04 -0.04
H -0.01 0.00 -0.04
C 0.03 0.01 0.05
O -0.02 0.04 0.00
C -0.04 -0.06 0.05
C 0.08 0.04 -0.07
C -0.02 -0.01 -0.05
N -0.03 0.18 0.16
H 0.00 -0.01 -0.02
H -0.02 -0.01 -0.03
H 0.00 -0.01 0.01
H 0.02 0.01 0.00
H 0.02 0.00 -0.03
H -0.03 0.00 0.02
H -0.01 0.02 0.03
H 0.02 0.00 0.02
H 0.00 0.00 0.00
H 0.00 -0.14 -0.04
H 0.12 -0.03 -0.11
C 0.05 -0.03 -0.06
O 0.01 0.06 0.02
C -0.04 -0.10 0.01
C -0.04 0.10 0.01
C -0.04 0.01 0.03
N 0.05 -0.14 -0.01
H -0.01 0.01 0.01
H -0.02 0.01 0.05
H 0.00 -0.01 -0.01
H 0.02 0.01 -0.03
H -0.04 0.02 0.00
H 0.04 -0.06 0.04
H 0.03 -0.01 0.00
H 0.01 0.00 -0.03
H 0.01 0.00 0.00
H -0.10 0.00 -0.02
H -0.04 0.05 -0.01
C -0.02 0.08 0.03
O -0.04 -0.02 -0.04
C 0.03 0.02 0.08
C 0.00 0.01 -0.08
C 0.01 -0.04 -0.01
N -0.08 0.03 0.10
H 0.00 -0.02 -0.01
H 0.01 -0.06 0.01
H 0.01 0.00 0.00
H -0.02 0.03 -0.02
H 0.03 -0.02 -0.03
H -0.01 -0.01 0.04
H -0.02 0.02 0.02
H 0.00 0.03 -0.01
H -0.01 0.01 0.00
H 0.06 -0.02 -0.02
H 0.03 -0.02 -0.04
C -0.05 -0.04 -0.04
O -0.01 0.00 0.05
C 0.01 0.04 -0.08
C 0.01 -0.06 0.04
C 0.03 0.03 0.02
N -0.11 0.05 -0.03
H 0.02 0.01 0.01
H 0.02 0.04 0.02
H 0.00 0.00 -0.01
H -0.02 -0.03 0.01
H 0.04 -0.01 0.02
H -0.02 0.04 -0.01
H -0.03 0.00 -0.01
H -0.01 -0.03 -0.01
H -0.01 0.00 0.00
H 0.07 0.00 -0.01
H 0.05 -0.03 0.02

Here are the Mulliken charges for atoms 1 to 2, given in e: number 1, F, carries -0.197; number 2, C, carries 0.617